(a)
15
Properties=species:S:1:pos:R:3:lowdin_charge:R:1 method="wB97M-V/def2-TZVPD" charge=+2 orbital_gap_ev="8.51 / 8.51"
N 0.7894 0.5175 -1.6381 0.128
N 0.2178 -0.5860 0.8496 0.009
C -1.2511 0.9432 -0.3694 0.041
C -0.3463 1.3497 -1.2940 -0.031
C -1.0935 -0.2729 0.5548 -0.142
C 1.3683 -0.2181 -0.7526 0.321
C 0.6791 -1.2194 1.8248 0.187
H -1.7885 -0.3803 1.4194 0.180
H -0.6751 2.2082 -1.9543 0.177
H 0.2156 -1.3925 2.8229 0.170
H -1.3837 -1.1292 -0.1389 0.190
H 1.3894 0.9546 -2.4738 0.283
H 1.7521 -1.4902 1.9186 0.149
H -2.0327 1.6785 0.0103 0.174
H 2.1594 -0.9632 -0.7794 0.163

***

(b)
15
Properties=species:S:1:pos:R:3:lowdin_charge:R:1 method="wB97M-V/def2-TZVPD" charge=+2 orbital_gap_ev=9.09
N -4.7732 -0.4439 0.1564 0.244
N -2.5863 0.5148 -0.1686 0.365
C 2.9197 0.5809 -0.4621 0.081
C 1.6186 0.5021 -0.0318 0.004
C 0.4661 0.5742 0.4143 0.270
C -3.5923 -0.0896 -0.2054 -0.076
C 3.6530 -0.5738 -0.1748 0.000
H -5.4356 0.2600 0.5490 0.199
H 4.4854 -0.7230 -0.8696 0.140
H -5.1682 -1.3580 -0.0406 0.166
H -0.3393 0.2722 1.0490 0.077
H 4.1036 -0.3423 0.8038 0.174
H 3.1255 -1.5093 0.2039 0.161
H -1.7215 0.8734 -0.4315 0.075
H 3.2445 1.4623 -0.7920 0.121

***

Relative energy of each structure, in hartree: (a) 0.0248; (b) 0.0000.

***

(a)
19
Properties=species:S:1:pos:R:3:lowdin_charge:R:1 method="wB97M-V/def2-TZVPD" orbital_gap_ev="6.99 / 9.17"
S -1.6258 -0.3312 -1.1115 0.843
O 0.0150 0.1062 -0.8543 -0.379
N -2.3425 -0.6235 0.1552 -0.303
C -1.1504 -1.9051 -1.9569 -0.243
C 0.3615 0.4645 0.4642 -0.759
C -0.1397 1.9021 0.7952 -0.038
C 1.9195 0.6037 0.3461 -0.001
C 0.0018 -0.5203 1.4210 0.045
H -1.2215 1.9604 0.7554 0.069
H -0.2075 -2.4598 -1.8419 0.058
H -2.0262 -2.5457 -1.6885 0.049
H 1.9186 1.6353 -0.0010 0.070
H 0.2986 2.5412 0.0930 0.043
H 0.1651 -0.1782 2.4748 0.090
H 0.3267 -1.6337 1.2678 0.114
H 0.3530 2.3424 1.7719 0.134
H 2.2567 -0.0832 -0.4054 0.080
H 2.4154 0.5099 1.3374 0.101
H -1.3183 -1.7849 -3.0226 0.026

***

(b)
19
Properties=species:S:1:pos:R:3:lowdin_charge:R:1 method="wB97M-V/def2-TZVPD" orbital_gap_ev=9.86
S 0.1580 1.8030 -1.8695 0.887
O -1.0946 2.4664 -1.4655 -0.529
N 1.4110 2.1327 -0.7244 -0.158
C 0.4228 -0.4593 0.1644 -0.295
C -0.1213 -0.0155 -1.3216 -0.250
C -0.5063 -1.2535 1.1031 -0.237
C 1.0289 -0.9287 -1.0170 -0.196
C -1.5875 -0.3455 1.7648 -0.092
H -2.2073 -1.0247 2.5172 0.111
H -0.9566 -1.9983 0.5510 0.068
H 0.9301 -2.0113 -1.1328 0.121
H 1.0356 0.3059 0.7401 0.134
H 0.1131 -1.8525 1.8659 0.131
H 2.2150 2.4514 -1.1676 0.014
H -1.2082 0.6016 2.1033 0.058
H 1.6301 1.3552 -0.1881 -0.041
H 2.0397 -0.6144 -1.2196 0.107
H -1.0531 -0.4432 -1.5715 0.088
H -2.2493 -0.1693 0.8678 0.080

***

Relative energy of each structure, in hartree: (a) 0.1133; (b) 0.0000.

***

(a)
19
Properties=species:S:1:pos:R:3:lowdin_charge:R:1 method="wB97M-V/def2-TZVPD" orbital_gap_ev=8.61
S -3.1291 0.8085 -0.7042 0.454
O 1.5650 -2.3283 1.7454 0.018
N 2.5295 0.2555 -0.5031 0.059
C 0.2123 -0.7284 0.2279 -0.241
C -0.8193 -0.0595 1.1310 -0.142
C 1.6634 -0.3868 0.3902 -0.194
C 1.9960 0.6314 -1.8153 -0.144
C 1.5343 -1.0810 1.5837 -0.308
H -1.1413 -0.6442 2.0003 0.093
H -4.4495 1.1455 -0.6390 -0.285
H -4.3935 1.8992 -0.7504 0.041
H 1.7285 -0.2699 -2.3333 0.074
H -0.5746 1.0169 1.3129 0.109
H 1.4464 -0.4662 2.4733 0.142
H 1.0354 1.2416 -1.7652 0.097
H -0.0706 -0.4968 -0.8493 0.118
H 2.7315 1.2816 -2.2199 0.056
H -0.0575 -1.8244 0.0798 0.162
H -1.8069 0.0054 0.6351 -0.109

***

(b)
19
Properties=species:S:1:pos:R:3:lowdin_charge:R:1 method="wB97M-V/def2-TZVPD" orbital_gap_ev=9.63
S -0.3818 -0.0681 2.1786 0.922
O 0.3908 0.9380 2.9123 -0.544
N 0.5849 0.8992 -1.6334 0.035
C 1.4631 -0.5402 0.2581 -0.226
C 0.8650 -1.2430 1.4548 -0.310
C -2.1865 0.5370 0.1453 -0.129
C -0.7369 0.6944 0.5244 -0.409
C 0.2934 -0.0431 -0.5890 -0.383
H 0.3175 -2.1381 1.1645 0.086
H -0.4382 1.7370 0.6073 0.111
H 1.5904 -1.4800 2.2284 0.090
H -2.8220 1.0553 0.8627 0.075
H 2.1121 -1.2061 -0.3170 0.116
H 2.0567 0.3144 0.5959 0.118
H 1.1845 1.6430 -1.2915 0.080
H -2.3610 0.9543 -0.8440 0.080
H -2.4684 -0.5147 0.1354 0.074
H 1.0577 0.4453 -2.4068 0.076
H -0.2586 -0.8821 -1.0199 0.137

***

Relative energy of each structure, in hartree: (a) 0.2566; (b) 0.0000.

***

(a)
10
Properties=species:S:1:pos:R:3:lowdin_charge:R:1 method="wB97M-V/def2-TZVPD" orbital_gap_ev=11.43 smiles="O=COC[N+](=O)[O-]"
O 0.0945 0.2548 0.7254 0.019
O 2.2587 1.4372 -1.5066 0.106
O -0.8084 -1.7418 1.0527 0.115
O 2.3112 1.5061 0.6241 0.140
N 1.9055 1.1291 -0.4136 -0.419
C -0.7379 -0.5799 1.2247 -0.427
C 0.9262 -0.0197 -0.4022 -0.022
H 0.3092 -0.1945 -1.3987 0.201
H 1.5191 -0.8351 -0.2635 0.109
H -1.4503 0.0485 1.9152 0.180

***

(b)
10
Properties=species:S:1:pos:R:3:lowdin_charge:R:1 method="wB97M-V/def2-TZVPD" orbital_gap_ev="9.69 / 8.67"
O 0.3483 0.2998 0.4501 0.105
O -1.9772 1.1163 -1.5987 0.141
O -2.3899 -0.6076 -0.1660 0.105
O 1.0822 -0.9396 -1.3884 0.233
N 2.5020 0.0032 1.1212 0.100
C 0.6953 -0.3274 -0.4924 -0.476
C -1.6641 0.2570 -0.8535 -0.350
H -3.3428 -0.4747 -0.3645 0.137
H 2.1623 -0.3409 2.0244 0.002
H 2.5839 1.0139 1.2677 0.003

***

Relative energy of each structure, in hartree: (a) 0.0108; (b) 0.0000.

***

(a)
10
Properties=species:S:1:pos:R:3:lowdin_charge:R:1 method="wB97M-V/def2-TZVPD" orbital_gap_ev=9.45 smiles=NPCS
S 2.5440 -0.2605 0.0169 0.465
P -1.2474 -0.1860 -0.6729 0.784
N -1.7077 0.1193 0.9469 -0.335
C 0.6756 0.4432 -0.7292 -0.589
H -1.1512 -1.4454 -0.2486 -0.113
H 0.6660 1.4877 -0.2652 0.011
H 0.8370 0.5860 -1.7430 -0.073
H 2.1045 -1.5445 -0.1585 -0.206
H -1.7276 1.0977 1.3080 0.040
H -0.9931 -0.2975 1.5455 0.017

***

(b)
10
Properties=species:S:1:pos:R:3:lowdin_charge:R:1 method="wB97M-V/def2-TZVPD" orbital_gap_ev="7.86 / 7.86"
S -0.4520 -0.5582 0.7776 0.327
P -0.0039 0.3826 -1.0679 0.470
N -1.1443 -0.5269 -1.9620 -0.368
C 0.3641 0.6379 1.9281 -0.527
H 1.9034 -0.8794 -1.2326 -0.053
H -1.0197 -1.5259 -2.0157 0.019
H 0.2045 0.4548 3.0857 0.072
H 1.4186 0.5690 1.7713 -0.018
H 0.0257 1.7532 1.6485 0.062
H -1.2965 -0.3073 -2.9329 0.016

***

Relative energy of each structure, in hartree: (a) 0.0000; (b) 0.0293.

***

(a)
10
Properties=species:S:1:pos:R:3:lowdin_charge:R:1 method="wB97M-V/def2-TZVPD" orbital_gap_ev="7.66 / 7.66"
S 2.2279 -0.8923 -1.2169 0.383
P 2.6838 0.4391 -2.6672 0.372
N 3.0632 -0.7605 0.0815 -0.484
C -1.5499 0.0855 0.8460 -0.045
H -1.7575 -0.7413 0.1793 0.012
H 3.7682 -0.0329 0.1178 -0.028
H -0.4945 0.0967 1.0868 0.005
H 1.6964 -0.1407 -3.4575 -0.241
H -1.8242 1.0165 0.3670 0.013
H -2.1257 -0.0339 1.7556 0.013

***

(b)
10
Properties=species:S:1:pos:R:3:lowdin_charge:R:1 method="wB97M-V/def2-TZVPD" orbital_gap_ev=9.22
S -1.8074 0.8029 1.0801 0.367
P -0.1830 -0.4205 0.3036 0.320
N 0.9661 -0.6035 1.3481 -0.270
C 0.4340 0.6091 -1.0672 -0.283
H 0.4320 1.6161 -0.5660 0.038
H -0.8698 1.7379 0.7895 -0.217
H 0.8260 -1.0257 2.1683 -0.095
H -0.2103 0.6168 -1.9673 0.056
H -1.1506 -1.9099 -0.1145 0.057
H 1.3697 0.3316 -1.4813 0.027

***

Relative energy of each structure, in hartree: (a) 0.0098; (b) 0.0000.